Entry P
Entry from the Open Molecules 2025 dataset: a cluster of 2 separate species, C4H9N2O in total (ωB97M-V/def2-TZVPD).

Its expectation value of S² is 0.760. Its spin multiplicity is 2. As for the HOMO-LUMO gap (spin up / spin down): 9.9 / 5.9 eV. The total charge is +2.

Each line ends with the natural charge from an NBO analysis.
Geometry (Å):
C: 0.387 0.860 -1.827  -0.73
C: 0.418 -0.258 -0.884  0.40
C: 1.275 -1.359 -0.741  0.18
N: 1.037 -1.860 0.482  -0.47
C: 0.051 -1.150 1.126  0.42
N: -0.451 -0.311 0.240  -0.47
H: 0.378 0.479 -2.910  0.35
H: 1.334 1.462 -1.797  0.35
H: -0.358 1.623 -1.689  0.30
H: 2.151 -1.619 -1.270  0.30
H: 1.662 -2.453 1.158  0.52
H: -0.433 -1.498 2.013  0.30
H: -1.100 0.446 0.432  0.52
H: -2.853 1.999 1.585  0.52
H: -1.564 1.917 2.476  0.51
O: -1.933 1.722 1.606  -1.00

=====

Entry Q
Entry from the Open Molecules 2025 dataset: a cluster of 2 separate species, C4H9N2O in total (ωB97M-V/def2-TZVPD).

Its expectation value of S² is 0.762. Its spin multiplicity is 2. As for the HOMO-LUMO gap (spin up / spin down): 8.4 / 4.3 eV. The total charge is +2.

Each line ends with the natural charge from an NBO analysis.
Geometry (Å):
C: 1.218 -1.126 -0.152  -0.71
C: -0.036 -0.462 -0.538  0.43
C: -0.240 0.880 -1.015  0.21
N: -1.613 1.075 -1.095  -0.48
C: -2.234 -0.043 -0.825  0.44
N: -1.305 -0.969 -0.399  -0.48
H: 1.325 -1.480 0.864  0.33
H: 1.989 -0.208 -0.373  0.29
H: 1.518 -1.909 -0.836  0.33
H: 0.396 1.724 -0.816  0.30
H: -2.010 1.953 -1.496  0.52
H: -3.272 -0.417 -0.959  0.32
H: -1.558 -1.879 -0.022  0.50
H: 2.045 0.232 2.894  0.49
H: 2.207 1.635 2.225  0.49
O: 1.569 0.994 2.543  -0.97

=====

Of them, the most stable is entry P and the least stable is entry Q.

=====

Entry P
Entry from the Open Molecules 2025 dataset: a structure of composition C25H23BCo2NO9 (ωB97M-V/def2-TZVPD).

Its expectation value of S² is 1.157. Its spin multiplicity is 2. As for the HOMO-LUMO gap (spin up / spin down): 6.4 / 7.0 eV. The total charge is 0.

Each line ends with the natural charge from an NBO analysis.
Geometry (Å):
C: 5.158 -4.997 0.584  -0.65
C: 4.878 -3.980 -0.410  0.27
C: 5.672 -3.494 -1.419  -0.34
C: 4.905 -2.479 -2.062  -0.29
C: 3.726 -2.308 -1.351  0.00
B: 2.822 -0.957 -1.234  0.97
O: 1.451 -1.121 -0.824  -0.72
C: 1.387 -1.307 0.619  -0.08
C: 2.600 -0.677 1.294  -0.24
N: 3.396 -0.066 0.191  -0.39
C: 4.872 0.022 0.427  -0.41
C: 2.871 1.260 -0.304  -0.26
C: 3.386 1.289 -1.753  -0.07
O: 3.140 -0.031 -2.291  -0.71
O: 3.713 -3.262 -0.354  -0.44
H: 6.208 -5.269 0.394  0.23
H: 5.017 -4.581 1.595  0.22
H: 4.511 -5.869 0.419  0.22
H: 6.683 -3.814 -1.669  0.22
H: 5.220 -1.902 -2.928  0.23
H: 0.436 -0.864 0.948  0.18
H: 1.314 -2.385 0.808  0.19
H: 2.272 0.043 2.048  0.21
H: 3.240 -1.394 1.809  0.22
H: 5.100 0.885 1.078  0.20
H: 5.278 -0.881 0.916  0.23
H: 5.401 0.180 -0.528  0.23
H: 1.772 1.235 -0.253  0.24
H: 3.210 2.090 0.320  0.20
H: 2.843 2.004 -2.393  0.20
H: 4.466 1.562 -1.768  0.16
O: -4.835 0.395 -3.068  -0.47
C: -4.271 -0.005 -2.132  0.50
Co: -3.400 -0.318 -0.648  0.14
C: -3.416 -2.074 -0.369  0.49
O: -3.487 -3.212 -0.174  -0.47
C: -1.831 0.324 -0.966  0.57
O: -0.804 0.854 -1.100  -0.49
C: -3.870 1.221 0.548  -0.32
C: -4.038 2.530 -0.052  -0.02
C: -2.951 3.381 -0.370  -0.22
C: -3.152 4.548 -1.112  -0.21
C: -4.458 4.930 -1.432  -0.21
C: -5.547 4.160 -1.008  -0.21
C: -5.350 2.965 -0.315  -0.22
C: -4.753 0.277 1.139  -0.22
C: -5.695 -0.684 0.921  -0.43
Co: -3.365 0.669 2.192  0.04
C: -1.682 1.205 2.176  0.58
O: -0.554 1.436 2.325  -0.49
C: -3.523 -0.984 2.751  0.55
O: -3.733 -2.067 3.105  -0.49
C: -3.931 1.236 3.785  0.55
O: -4.362 1.349 4.856  -0.47
H: -1.945 3.073 -0.086  0.21
H: -2.293 5.134 -1.457  0.22
H: -4.627 5.853 -1.993  0.21
H: -6.561 4.502 -1.215  0.22
H: -6.200 2.366 0.033  0.22
H: -6.108 -1.188 1.798  0.22
H: -6.206 -0.806 -0.041  0.21

=====

Entry Q
Entry from the Open Molecules 2025 dataset: a structure of composition C25H23BCo2NO9 (ωB97M-V/def2-TZVPD).

Its expectation value of S² is 0.760. Its spin multiplicity is 2. As for the HOMO-LUMO gap (spin up / spin down): 6.7 / 7.0 eV. The total charge is 0.

Each line ends with the natural charge from an NBO analysis.
Geometry (Å):
C: -6.467 0.967 -0.232  -0.65
C: -5.110 0.476 -0.406  0.28
C: -4.582 -0.794 -0.418  -0.32
C: -3.175 -0.639 -0.685  -0.30
C: -2.907 0.718 -0.778  -0.01
B: -1.821 1.781 -1.458  0.97
O: -2.332 2.879 -2.227  -0.70
C: -2.441 4.106 -1.466  -0.07
C: -1.927 3.855 -0.051  -0.23
N: -1.162 2.564 -0.128  -0.41
C: -1.207 1.785 1.129  -0.42
C: 0.248 2.629 -0.628  -0.28
C: 0.389 1.269 -1.329  0.01
O: -0.762 1.015 -2.081  -0.67
O: -4.113 1.387 -0.598  -0.45
H: -7.125 0.097 -0.109  0.23
H: -6.583 1.592 0.663  0.22
H: -6.806 1.543 -1.104  0.23
H: -5.139 -1.710 -0.242  0.22
H: -2.442 -1.445 -0.798  0.22
H: -1.835 4.897 -1.952  0.17
H: -3.495 4.442 -1.443  0.19
H: -1.259 4.658 0.291  0.21
H: -2.792 3.723 0.628  0.23
H: -0.413 2.143 1.809  0.20
H: -2.190 1.849 1.619  0.23
H: -1.020 0.734 0.908  0.24
H: 0.415 3.470 -1.328  0.23
H: 0.975 2.680 0.200  0.22
H: 1.266 1.167 -2.005  0.20
H: 0.455 0.356 -0.400  0.22
O: 2.521 -5.390 2.039  -0.49
C: 2.705 -4.703 1.130  0.60
Co: 3.143 -3.692 -0.236  -0.04
C: 4.222 -2.482 0.466  0.45
O: 5.048 -1.825 0.942  -0.51
C: 4.334 -4.885 -0.728  0.53
O: 5.148 -5.648 -1.028  -0.49
C: 1.312 -3.044 -0.451  -0.57
C: 1.001 -1.735 -0.423  0.17
C: 0.415 -0.700 0.358  -0.52
C: 1.328 -0.442 1.569  0.08
C: 1.217 -1.174 2.770  -0.23
C: 2.121 -0.984 3.836  -0.20
C: 3.115 -0.007 3.732  -0.21
C: 3.229 0.735 2.550  -0.19
C: 2.359 0.501 1.475  -0.27
Co: 2.111 -2.076 -1.781  -0.07
C: 3.364 -3.101 -2.529  0.46
O: 4.121 -3.440 -3.344  -0.51
C: 3.364 -0.813 -1.712  0.56
O: 4.220 -0.036 -1.734  -0.49
C: 1.219 -1.826 -3.289  0.61
O: 0.847 -1.726 -4.375  -0.46
H: 0.630 -3.892 -0.381  0.24
H: -0.599 -0.941 0.682  0.25
H: 0.437 -1.934 2.848  0.22
H: 2.070 -1.611 4.738  0.22
H: 3.836 0.160 4.532  0.22
H: 4.024 1.484 2.434  0.22
H: 2.496 1.031 0.527  0.21

=====

Of them, the most stable is entry P and the least stable is entry Q.